Arrangement A

The ion C8H12N3O2 with charge +1, computed with ωB97M-V/def2-TZVPD.

Properties
total charge = +1
M = 182.203 g/mol
structure (SMILES) = O=[N+]([O-])N1CC=CC2=C1CC[NH2+]C2
HOMO-LUMO gap = 9.29 eV
HOMO = -12.8 eV

Atoms and positions in Å:
O1 2.20374 -1.79202 0.97854
O2 4.08208 -0.84063 0.32540
N1 -1.70911 -0.86972 0.88723
N2 2.91644 -1.01980 0.33625
N3 2.27220 -0.23014 -0.69178
C1 2.80253 1.07029 -0.80985
C2 -1.62935 -1.58106 -0.44906
C3 0.16466 0.60924 0.32238
C4 0.61356 -0.39972 -0.36830
C5 2.11010 2.02370 0.11259
C6 0.89376 1.81408 0.53234
C7 -1.27736 0.55512 0.83282
C8 -0.13399 -1.57200 -0.85230
H1 -2.24163 -1.13691 -1.21975
H2 2.80208 1.39112 -1.91268
H3 0.31965 2.40254 1.32378
H4 -1.24342 1.01890 1.79442
H5 0.33264 -2.50948 -0.48111
H6 -1.02198 -1.34152 1.52481
H7 3.79706 1.13320 -0.43166
H8 -2.70387 -0.88012 0.97136
H9 2.68010 2.88603 0.40424
H10 -1.91192 1.16998 0.24644
H11 -2.22137 -2.56309 -0.43593
H12 -0.11267 -1.48637 -1.99000

Here are the natural (NBO) charges for atoms 1 to 8, given in e: O -0.42; O -0.32; N -0.51; N 0.64; N -0.28; C -0.31; C -0.24; C -0.12

=====

Arrangement B

A cluster of 2 separate species, C8H12N3O2 in total, computed with ωB97M-V/def2-TZVPD.

Properties
total charge = +1
M = 182.203 g/mol
HOMO-LUMO gap = 2.88 eV
HOMO = -10.0 eV

Atoms and positions in Å:
O1 2.49923 2.82307 0.35419
O2 0.35318 1.86002 0.88301
N1 -0.55458 -0.15395 0.56075
N2 -0.63204 -1.16552 -0.15247
N3 -3.92656 -0.92721 0.88618
C1 -0.01327 -1.35770 -2.62933
C2 0.33844 0.80377 0.07659
C3 0.38213 -1.12185 -1.15539
C4 3.03241 1.97793 1.16971
C5 -3.18495 -1.74096 1.36469
C6 -2.25697 -2.62449 1.69344
C7 1.06908 3.00855 0.57427
C8 1.05191 0.15310 -0.91560
H1 4.07950 1.84781 1.11718
H2 -4.64999 -0.22140 1.24809
H3 -1.22298 -2.37570 2.01878
H4 0.88922 -1.11669 -3.30127
H5 0.85154 -2.00446 -0.87454
H6 -0.85606 -0.64277 -2.98586
H7 1.89181 0.54827 -1.49720
H8 0.69628 3.37708 -0.40726
H9 -2.59809 -3.74609 1.45121
H10 0.63569 3.72041 1.33854
H11 -0.35569 -2.39491 -2.71493
H12 2.48076 1.47372 1.89718

Here are the natural (NBO) charges for atoms 1 to 8, given in e: O -0.32; O -0.45; N -0.19; N -0.04; N -0.68; C -0.59; C 0.34; C -0.20

=====

What should be chosen as the least stable of them? Choose arrangement B.

=====

Arrangement A

A cluster of 2 separate species, H4O2 in total, computed with ωB97M-V/def2-TZVPD.

Properties
total charge = 0
M = 36.030 g/mol
structure (SMILES) = O.O
HOMO-LUMO gap = 12.35 eV
HOMO = -11.7 eV

Atoms and positions in Å:
O1 -2.01008 0.13853 -0.16649
O2 1.99872 -0.15989 0.13940
H1 -2.33178 -0.78165 -0.21021
H2 -1.33422 0.13549 0.61908
H3 2.60459 0.63585 0.03223
H4 1.15226 0.18114 -0.22440

Charges per atom according to natural (NBO) partitioning, unit e: O -0.94; O -0.94; H 0.47; H 0.47; H 0.47; H 0.47

=====

Arrangement B

A cluster of 2 separate species, H4O2 in total, computed with ωB97M-V/def2-TZVPD.

Properties
total charge = 0
M = 36.030 g/mol
structure (SMILES) = O.O
HOMO-LUMO gap = 11.22 eV
HOMO = -10.7 eV

Atoms and positions in Å:
O1 0.88141 0.24425 0.46693
O2 -1.41749 -0.05363 -0.93624
H1 1.67302 0.74855 0.27912
H2 -0.61740 0.26942 -0.52184
H3 -1.67721 -0.80514 -0.40331
H4 1.15767 -0.40344 1.11533

Charges per atom according to natural (NBO) partitioning, unit e: O -0.95; O -0.96; H 0.48; H 0.49; H 0.46; H 0.48

=====

What should be chosen as the least stable of them? Choose arrangement A.